[1]
{
  "formula": "C5H9NO",
  "method": "wB97M-V/def2-TZVPD",
  "species": ["C", "C", "C", "N", "C", "C", "O", "H", "H", "H", "H", "H", "H", "H", "H", "H"],
  "xyz": [[2.2899, -0.2591, 0.1797], [0.9869, 0.3974, -0.1482], [-0.0741, -0.3170, -1.0326], [-0.9881, -0.0794, 0.0590], [-2.3995, -0.0084, 0.1631], [-0.0728, 0.4277, 0.9333], [-0.1443, 0.7944, 2.0890], [2.1305, -1.2972, 0.4905], [2.7774, 0.2707, 1.0045], [2.9065, -0.2451, -0.7171], [1.0772, 1.4313, -0.5059], [-0.3459, 0.2099, -1.9559], [0.0674, -1.3893, -1.2405], [-2.5077, 0.6477, 1.0284], [-2.9139, 0.4184, -0.7150], [-2.7895, -1.0020, 0.3677]],
  "homo_lumo_gap_ev": 10.15,
  "largest_force_ev_per_a": 0.774,
  "lumo_energy_ev": 0.88,
  "smiles": "C[C@H]1CN(C)C1=O",
  "relative_energy_ev": 1.157,
  "homo_ev": -9.269,
  "energy_ev": -8868.05579,
  "mol_weight_g_mol": 99.13
}

[2]
{
  "formula": "C5H9NO",
  "method": "wB97M-V/def2-TZVPD",
  "species": ["C", "C", "N", "C", "C", "C", "O", "H", "H", "H", "H", "H", "H", "H", "H", "H"],
  "xyz": [[-2.0199, -0.0796, -0.2776], [-1.1449, 0.4953, 0.8113], [-0.4895, -0.3579, 1.7978], [0.3318, 0.3539, 0.8190], [1.0633, -0.3918, -0.2450], [2.1740, 0.2389, -0.9555], [2.4136, -0.7160, 0.0633], [-2.1496, 0.6446, -1.0881], [-3.0101, -0.3229, 0.1194], [-1.6081, -0.9959, -0.7132], [-1.5378, 1.4106, 1.2546], [-0.5737, -1.3381, 1.5342], [0.9300, 1.1520, 1.2542], [0.5254, -1.1985, -0.7471], [2.4229, -0.0826, -1.9649], [2.4495, 1.2627, -0.7038]],
  "homo_lumo_gap_ev": 10.42,
  "largest_force_ev_per_a": 0.338,
  "lumo_energy_ev": 1.02,
  "smiles": "C[C@H]1N[C@H]1[C@H]1CO1",
  "relative_energy_ev": 2.976,
  "homo_ev": -9.400,
  "energy_ev": -8866.23630,
  "mol_weight_g_mol": 99.13
}

[3]
{
  "formula": "C5H9NO",
  "method": "wB97M-V/def2-TZVPD",
  "species": ["C", "C", "C", "C", "N", "C", "O", "H", "H", "H", "H", "H", "H", "H", "H", "H"],
  "xyz": [[-0.6982, 2.0616, 0.3333], [0.3272, 0.9794, 0.1049], [1.5735, 1.3275, -0.6731], [0.1205, -0.2494, 0.5161], [-0.0607, -1.4074, 0.8875], [-0.7152, -2.3252, -0.0504], [-1.2856, -3.4094, 0.6100], [-1.1279, 2.3918, -0.6213], [-1.5152, 1.7185, 0.9733], [-0.2398, 2.9387, 0.8060], [2.0897, 2.1842, -0.2223], [1.3209, 1.6061, -1.7044], [2.2773, 0.4916, -0.7128], [0.0467, -2.6428, -0.7777], [-1.5268, -1.8240, -0.5876], [-0.5863, -3.8412, 1.1185]],
  "homo_lumo_gap_ev": 9.37,
  "largest_force_ev_per_a": 0.566,
  "lumo_energy_ev": 0.89,
  "smiles": "CC(C)=C=NCO",
  "relative_energy_ev": 2.215,
  "homo_ev": -8.481,
  "energy_ev": -8866.99786,
  "mol_weight_g_mol": 99.13
}

[4]
{
  "formula": "C5H9NO",
  "method": "wB97M-V/def2-TZVPD",
  "species": ["C", "C", "C", "O", "C", "C", "N", "H", "H", "H", "H", "H", "H", "H", "H", "H"],
  "xyz": [[-0.3565, -0.6493, 1.8537], [0.4796, 0.0901, 0.8018], [-0.3212, 0.5271, -0.3948], [-1.1830, 1.5209, -0.1206], [0.0955, 0.5686, -1.8276], [1.2038, -0.4489, -2.0906], [1.0243, -1.5597, -1.5662], [-0.7176, -1.6001, 1.4500], [0.2463, -0.8543, 2.7431], [-1.2319, -0.0692, 2.1707], [1.3229, -0.5257, 0.4937], [0.8948, 1.0096, 1.2571], [0.1134, -1.5759, -0.9851], [-1.1303, 1.7740, 0.8158], [0.2356, 1.6213, -2.1086], [-0.6759, 0.1712, -2.4922]],
  "homo_lumo_gap_ev": [6.84, 8.75],
  "largest_force_ev_per_a": 1.775,
  "lumo_energy_ev": [-0.45, 0.32],
  "relative_energy_ev": 5.040,
  "homo_ev": [-7.290, -8.434],
  "energy_ev": -8864.17256,
  "mol_weight_g_mol": 99.13
}

[5]
{
  "formula": "C5H9NO",
  "method": "wB97M-V/def2-TZVPD",
  "species": ["C", "C", "C", "N", "C", "C", "O", "H", "H", "H", "H", "H", "H", "H", "H", "H"],
  "xyz": [[2.4085, -0.1927, 0.3234], [1.2353, 0.6773, 0.0436], [-0.2739, -0.2542, -1.2148], [-0.9383, 0.0468, 0.0014], [-2.3575, 0.0585, 0.2369], [0.0295, 0.5027, 0.8640], [-0.0829, 0.7660, 2.0505], [2.2093, -1.2728, 0.3846], [2.6990, 0.1185, 1.3387], [3.2589, -0.0048, -0.3369], [0.6823, 0.5372, -1.1935], [-0.8060, 0.0785, -2.1143], [0.1036, -1.2750, -1.3244], [-2.5082, 0.4568, 1.2434], [-2.8703, 0.7042, -0.4876], [-2.7894, -0.9469, 0.1851]],
  "homo_lumo_gap_ev": 8.75,
  "largest_force_ev_per_a": 0.322,
  "lumo_energy_ev": 0.30,
  "relative_energy_ev": 4.287,
  "homo_ev": -8.458,
  "energy_ev": -8864.92599,
  "mol_weight_g_mol": 99.13
}

[6]
{
  "formula": "C5H9NO",
  "method": "wB97M-V/def2-TZVPD",
  "species": ["C", "C", "C", "C", "O", "C", "N", "H", "H", "H", "H", "H", "H", "H", "H", "H"],
  "xyz": [[1.1738, 1.0394, 0.9789], [0.1586, 0.0440, 0.5376], [0.7334, -0.5334, -1.6655], [-1.0434, -0.2893, 1.3596], [-2.0362, -0.6511, 0.3498], [-1.5459, -0.3197, -0.8579], [-0.2817, 0.0359, -0.7722], [1.8417, 1.3478, 0.1621], [1.8017, 0.6143, 1.7702], [0.7148, 1.9648, 1.3801], [0.7068, -1.5935, -1.4027], [0.5483, -0.3598, -2.7255], [1.7114, -0.1492, -1.3731], [-0.8755, -1.1540, 2.0237], [-1.4708, 0.5378, 1.9617], [-2.1508, -0.5106, -1.7331]],
  "homo_lumo_gap_ev": [7.22, 6.52],
  "largest_force_ev_per_a": 1.001,
  "lumo_energy_ev": [0.97, 0.74],
  "relative_energy_ev": 4.277,
  "homo_ev": [-6.247, -5.783],
  "energy_ev": -8864.93532,
  "mol_weight_g_mol": 99.13
}

[7]
{
  "formula": "C5H9NO",
  "method": "wB97M-V/def2-TZVPD",
  "species": ["C", "C", "C", "C", "C", "N", "O", "H", "H", "H", "H", "H", "H", "H", "H", "H"],
  "xyz": [[-1.6815, -1.1330, 0.0307], [-0.5737, -0.2591, -0.5382], [-0.7209, 1.2968, -0.4883], [0.6581, 1.3574, 0.1241], [0.7389, -0.0887, 0.2896], [1.7195, -1.0440, 0.4001], [2.9383, -0.3588, 0.4865], [-2.5801, -1.0873, -0.5997], [-1.9623, -0.8003, 1.0405], [-1.3635, -2.1816, 0.0961], [-0.3023, -0.5823, -1.5503], [-0.7980, 1.7428, -1.4940], [-1.5646, 1.6860, 0.1070], [0.3621, -0.0207, 1.3613], [1.3572, 2.1732, 0.3037], [3.5654, -1.0613, 0.7291]],
  "homo_lumo_gap_ev": [7.94, 9.08],
  "largest_force_ev_per_a": 2.296,
  "lumo_energy_ev": [0.52, 0.75],
  "relative_energy_ev": 6.161,
  "homo_ev": [-7.418, -8.333],
  "energy_ev": -8863.05152,
  "mol_weight_g_mol": 99.13
}

[8]
{
  "formula": "C5H9NO",
  "method": "wB97M-V/def2-TZVPD",
  "species": ["C", "C", "C", "N", "C", "C", "O", "H", "H", "H", "H", "H", "H", "H", "H", "H"],
  "xyz": [[-1.8679, -0.4377, -0.4424], [-0.4840, -0.5727, 0.2071], [-0.5578, -1.2915, 1.4876], [-0.6038, -1.8692, 2.4897], [0.1940, 0.8101, 0.3558], [1.6092, 0.8629, -0.2229], [1.6659, 0.1234, -1.4321], [-1.7339, -0.0705, -1.4651], [-2.4861, 0.2827, 0.1034], [-2.3984, -1.3928, -0.4814], [0.1409, -1.1799, -0.4567], [-0.4293, 1.5478, -0.1598], [0.2352, 1.1168, 1.4066], [2.3316, 0.4758, 0.5067], [1.8646, 1.9137, -0.4186], [2.5199, -0.3188, -1.4780]],
  "homo_lumo_gap_ev": 11.42,
  "largest_force_ev_per_a": 1.109,
  "lumo_energy_ev": 0.68,
  "smiles": "C[C@H](C#N)CCO",
  "relative_energy_ev": 1.233,
  "homo_ev": -10.736,
  "energy_ev": -8867.97961,
  "mol_weight_g_mol": 99.13
}

[9]
{
  "formula": "C5H9NO",
  "method": "wB97M-V/def2-TZVPD",
  "species": ["C", "C", "N", "C", "C", "O", "C", "H", "H", "H", "H", "H", "H", "H", "H", "H"],
  "xyz": [[0.0458, 0.4231, 1.9129], [-0.4744, -0.2263, 0.6427], [-1.1073, 0.6367, -0.4271], [0.6955, 0.9362, -0.8546], [0.4170, -0.5374, -0.5648], [1.3671, -1.5334, -0.7215], [-0.8662, -0.4812, -1.3915], [-0.7844, 0.8489, 2.4858], [0.5283, -0.3338, 2.5438], [0.7729, 1.2124, 1.7096], [-1.1753, -1.0328, 0.8812], [-0.0180, 1.6428, -0.3465], [0.8553, 1.1100, -1.9258], [2.1645, -1.2690, -0.2464], [-1.6257, -1.2588, -1.2713], [-0.7950, -0.1372, -2.4264]],
  "homo_lumo_gap_ev": 9.21,
  "largest_force_ev_per_a": 2.365,
  "lumo_energy_ev": 0.58,
  "relative_energy_ev": 6.321,
  "homo_ev": -8.633,
  "energy_ev": -8862.89123,
  "mol_weight_g_mol": 99.13
}

[10]
{
  "formula": "C5H9NO",
  "method": "wB97M-V/def2-TZVPD",
  "species": ["C", "N", "C", "C", "C", "O", "C", "H", "H", "H", "H", "H", "H", "H", "H", "H"],
  "xyz": [[1.4887, 0.4074, -1.5322], [0.7667, -0.6297, -0.8363], [0.8269, -1.5144, 0.0690], [-0.5384, -1.0430, -0.1799], [-1.0685, -0.3037, 1.0679], [-2.1377, -0.8853, 1.4800], [-1.1167, 1.2389, 0.8921], [1.6375, 1.2690, -0.8739], [0.8967, 0.7113, -2.3969], [2.4538, 0.0157, -1.8624], [1.5527, -2.0825, 0.6371], [-0.0891, -0.4454, 1.7367], [-1.2179, -1.5947, -0.8273], [-1.4753, 1.6451, 1.8426], [-0.1402, 1.6956, 0.6682], [-1.8393, 1.5156, 0.1154]],
  "homo_lumo_gap_ev": 6.78,
  "largest_force_ev_per_a": 0.651,
  "lumo_energy_ev": -0.37,
  "relative_energy_ev": 6.135,
  "homo_ev": -7.149,
  "energy_ev": -8863.07730,
  "mol_weight_g_mol": 99.13
}

[11]
{
  "formula": "C5H9NO",
  "method": "wB97M-V/def2-TZVPD",
  "species": ["C", "C", "O", "C", "C", "C", "N", "H", "H", "H", "H", "H", "H", "H", "H", "H"],
  "xyz": [[-1.1895, -0.9565, -0.9350], [-0.8565, -0.1087, 0.2797], [-1.2427, -0.8665, 1.4136], [0.6448, 0.3220, 0.4354], [1.5884, 0.1656, -0.7664], [0.6709, 1.7166, 0.9068], [0.6348, 2.8215, 1.2498], [-0.9844, -0.4208, -1.8668], [-2.2595, -1.1834, -0.8990], [-0.6426, -1.9044, -0.9336], [-1.4633, 0.8064, 0.2208], [-1.1985, -0.2952, 2.1914], [1.0399, -0.3040, 1.2446], [2.5889, 0.5095, -0.4844], [1.2637, 0.7505, -1.6315], [1.6644, -0.8859, -1.0568]],
  "homo_lumo_gap_ev": 11.59,
  "largest_force_ev_per_a": 1.098,
  "lumo_energy_ev": 0.78,
  "smiles": "C[C@@H](O)[C@@H](C)C#N",
  "relative_energy_ev": 1.118,
  "homo_ev": -10.808,
  "energy_ev": -8868.09475,
  "mol_weight_g_mol": 99.13
}

[12]
{
  "formula": "C5H9NO",
  "method": "wB97M-V/def2-TZVPD",
  "species": ["C", "C", "N", "C", "C", "C", "O", "H", "H", "H", "H", "H", "H", "H", "H", "H"],
  "xyz": [[-1.2307, -0.1901, 1.1383], [-1.1373, -0.0355, -0.3642], [-0.9970, 1.3698, -0.8270], [0.1361, -0.0578, -1.1371], [1.3748, 0.2179, -0.2931], [1.8857, -1.0821, 0.2930], [1.2174, -2.0726, 0.4569], [-0.5308, 0.4637, 1.6654], [-2.2394, 0.0672, 1.4774], [-1.0223, -1.2282, 1.4098], [-1.9505, -0.5691, -0.8637], [-1.7138, 1.4856, -1.5530], [-0.1646, 1.1537, -1.6522], [1.2311, 0.9037, 0.5582], [2.1841, 0.6444, -0.8982], [2.9572, -1.0706, 0.5894]],
  "homo_lumo_gap_ev": 9.46,
  "largest_force_ev_per_a": 0.402,
  "lumo_energy_ev": 0.87,
  "relative_energy_ev": 5.331,
  "homo_ev": -8.595,
  "energy_ev": -8863.88121,
  "mol_weight_g_mol": 99.13
}

Copy entry 5 word for word.
{
  "formula": "C5H9NO",
  "method": "wB97M-V/def2-TZVPD",
  "species": ["C", "C", "C", "N", "C", "C", "O", "H", "H", "H", "H", "H", "H", "H", "H", "H"],
  "xyz": [[2.4085, -0.1927, 0.3234], [1.2353, 0.6773, 0.0436], [-0.2739, -0.2542, -1.2148], [-0.9383, 0.0468, 0.0014], [-2.3575, 0.0585, 0.2369], [0.0295, 0.5027, 0.8640], [-0.0829, 0.7660, 2.0505], [2.2093, -1.2728, 0.3846], [2.6990, 0.1185, 1.3387], [3.2589, -0.0048, -0.3369], [0.6823, 0.5372, -1.1935], [-0.8060, 0.0785, -2.1143], [0.1036, -1.2750, -1.3244], [-2.5082, 0.4568, 1.2434], [-2.8703, 0.7042, -0.4876], [-2.7894, -0.9469, 0.1851]],
  "homo_lumo_gap_ev": 8.75,
  "largest_force_ev_per_a": 0.322,
  "lumo_energy_ev": 0.30,
  "relative_energy_ev": 4.287,
  "homo_ev": -8.458,
  "energy_ev": -8864.92599,
  "mol_weight_g_mol": 99.13
}

Please write out number 2 again, unchanged.
{
  "formula": "C5H9NO",
  "method": "wB97M-V/def2-TZVPD",
  "species": ["C", "C", "N", "C", "C", "C", "O", "H", "H", "H", "H", "H", "H", "H", "H", "H"],
  "xyz": [[-2.0199, -0.0796, -0.2776], [-1.1449, 0.4953, 0.8113], [-0.4895, -0.3579, 1.7978], [0.3318, 0.3539, 0.8190], [1.0633, -0.3918, -0.2450], [2.1740, 0.2389, -0.9555], [2.4136, -0.7160, 0.0633], [-2.1496, 0.6446, -1.0881], [-3.0101, -0.3229, 0.1194], [-1.6081, -0.9959, -0.7132], [-1.5378, 1.4106, 1.2546], [-0.5737, -1.3381, 1.5342], [0.9300, 1.1520, 1.2542], [0.5254, -1.1985, -0.7471], [2.4229, -0.0826, -1.9649], [2.4495, 1.2627, -0.7038]],
  "homo_lumo_gap_ev": 10.42,
  "largest_force_ev_per_a": 0.338,
  "lumo_energy_ev": 1.02,
  "smiles": "C[C@H]1N[C@H]1[C@H]1CO1",
  "relative_energy_ev": 2.976,
  "homo_ev": -9.400,
  "energy_ev": -8866.23630,
  "mol_weight_g_mol": 99.13
}